# 1
Here is the molecule C6H9Br2NO at a distorted geometry from the Open Molecules 2025 dataset. Energies are from ωB97M-V with the def2-TZVPD basis set.

Geometry as XYZ:
```
19
Properties=species:S:1:pos:R:3:forces:R:3:mulliken_charge:R:1
C -1.03231 -3.41833 -0.35421 0.8 0.4 -0.3 0.610
C 0.52777 -1.51863 0.12012 0.1 0.6 0.3 -0.756
C -1.50525 -0.39571 1.02383 0.3 -0.3 0.0 -0.799
C -0.33854 -0.21750 0.11337 0.2 0.0 -0.3 1.786
C 0.52096 0.92788 0.66138 -0.1 -0.1 -0.1 -1.859
C -0.77083 0.07946 -1.32359 0.0 0.0 0.1 -1.768
N -0.13924 -2.63756 -0.41889 0.1 -0.1 -0.1 -0.277
O -1.81890 -4.26065 -0.46764 -1.1 -0.9 0.2 -0.474
Br -3.09912 -0.97829 0.48086 -0.1 0.0 0.1 0.124
Br -4.70210 1.10675 -0.26415 -0.1 0.1 -0.1 -0.358
H 1.40164 -1.34406 -0.51250 0.0 0.1 0.2 0.332
H 0.86653 -1.73379 1.14012 0.0 0.1 -0.1 0.441
H -1.39805 -0.19467 2.07773 -0.2 0.1 0.1 0.417
H -0.02693 1.86601 0.58500 0.0 0.0 0.0 0.431
H 1.44116 1.02160 0.08668 0.1 0.0 0.0 0.413
H 0.77804 0.75900 1.70598 0.1 0.0 0.1 0.442
H -1.47082 0.91086 -1.34863 -0.1 0.1 0.0 0.425
H -1.24756 -0.78916 -1.77293 0.0 0.0 -0.1 0.446
H 0.09704 0.34204 -1.92480 0.1 0.0 0.0 0.424
```
Positions in Å, forces in eV/Å.

## Properties
HOMO-LUMO gap (spin up / spin down), Ha: 0.304 / 0.245
Relative energy (zero: lowest compared OMol25 entry of this formula, charge and spin), kcal/mol: 4.9
LUMO (spin up / spin down), eV: -1.1 / -2.1

***

# 2
Here is a structure of composition C6H9BrClN3 at a distorted geometry from the Open Molecules 2025 dataset. Energies are from ωB97M-V with the def2-TZVPD basis set.

Geometry as XYZ:
```
20
Properties=species:S:1:pos:R:3:forces:R:3:mulliken_charge:R:1
C -2.15163 -0.97876 0.60930 -0.5 -1.0 0.2 0.501
C 2.26984 -0.87655 -1.35584 1.7 -2.6 -1.2 -0.530
C 2.60161 -0.80148 0.13158 -0.8 -2.4 -3.4 -0.772
C -0.81345 -1.46598 0.26994 1.3 1.7 -0.2 -0.367
C 1.36084 -1.52509 -0.35434 0.6 3.5 0.0 0.050
C -3.43237 2.41136 1.05981 0.3 0.4 4.1 -0.643
N -2.70771 0.18024 0.66188 -0.6 2.3 0.8 0.290
N 0.20252 -0.76988 -0.06266 -1.4 -0.3 0.0 -0.473
N -2.82075 1.20059 1.35084 2.4 -3.8 0.1 -0.344
Cl -3.21352 -2.32795 0.76287 -0.1 0.2 0.1 -0.116
Br -4.81228 0.10149 -0.71982 -0.4 0.2 -0.3 -0.511
H 1.83172 -0.10192 -1.93702 0.0 1.0 0.1 0.302
H 2.87204 -1.61386 -2.05813 -1.2 1.5 1.8 0.194
H 3.32615 -1.43974 0.50699 1.5 -0.8 0.5 0.268
H 2.50142 0.12240 0.49722 -0.6 3.1 1.8 0.325
H -0.66425 -2.51561 0.33360 -0.6 -1.1 0.1 0.380
H 1.36853 -2.54643 -0.41463 -0.4 -2.6 0.5 0.551
H -3.17756 3.03226 2.04708 -1.5 -1.0 -2.3 0.244
H -3.01701 2.87178 0.27203 1.9 1.8 -3.0 0.367
H -4.40153 2.17205 0.68102 -1.6 0.0 0.3 0.285
```
Positions in Å, forces in eV/Å.

## Properties
HOMO-LUMO gap (spin up / spin down), Ha: 0.253 / 0.252
Relative energy (zero: lowest compared OMol25 entry of this formula, charge and spin), kcal/mol: 98.2
LUMO (spin up / spin down), eV: -1.3 / -1.3